1.
{
  "formula": "C30H65BrF7N14O22SSi",
  "method": "ωB97M-V with the def2-TZVPD basis set",
  "elements": ["C", "O", "C", "C", "C", "C", "N", "C", "N", "C", "Br", "S", "O", "O", "C", "F", "F", "C", "F", "F", "C", "F", "F", "F", "C", "C", "C", "O", "N", "C", "C", "C", "C", "C", "N", "N", "Si", "C", "C", "C", "H", "H", "H", "H", "H", "H", "H", "H", "H", "H", "H", "H", "H", "H", "H", "H", "H", "H", "H", "H", "H", "H", "H", "H", "H", "H", "H", "H", "H", "H", "H", "H", "H", "H", "H", "H", "H", "H", "C", "N", "O", "O", "H", "H", "H", "C", "N", "O", "O", "H", "H", "H", "C", "N", "O", "O", "H", "H", "H", "C", "N", "O", "O", "H", "H", "H", "C", "N", "O", "O", "H", "H", "H", "C", "N", "O", "O", "H", "H", "H", "C", "N", "O", "O", "H", "H", "H", "C", "N", "O", "O", "H", "H", "H", "C", "N", "O", "O", "H", "H", "H"],
  "xyz": [[0.77, 4.98, -4.48], [-0.67, 4.98, -4.22], [-0.86, 3.90, -3.25], [-2.06, 4.34, -2.29], [-2.51, 3.18, -1.28], [-1.28, 2.63, -0.40], [-1.88, 1.87, 0.74], [-1.19, 1.14, 1.62], [0.24, 0.97, 1.49], [0.77, -0.18, 2.25], [1.18, 0.52, 4.10], [2.44, -0.60, 1.52], [2.34, -1.05, 0.08], [2.95, -1.79, 2.29], [3.65, 0.85, 1.54], [3.02, 2.08, 1.90], [4.05, 1.05, 0.19], [5.00, 0.58, 2.35], [5.62, -0.62, 1.96], [5.90, 1.61, 1.96], [4.89, 0.67, 3.94], [4.30, -0.44, 4.55], [6.23, 0.67, 4.41], [4.32, 1.84, 4.42], [-0.20, -1.42, 2.45], [-0.11, -2.57, 1.34], [-0.67, -2.21, -0.10], [-1.12, -3.18, -0.77], [-0.68, -0.89, -0.76], [0.07, -0.88, -2.06], [-2.15, -0.70, -1.14], [-1.74, -0.98, 2.77], [-2.32, -1.70, 4.08], [-2.12, -3.33, 3.99], [-3.12, -3.97, 4.89], [-1.87, 0.48, 2.69], [-2.59, 1.43, 3.97], [-1.89, 1.31, 5.73], [-2.51, 3.32, 3.50], [-4.49, 1.05, 4.04], [1.06, 3.88, -4.63], [0.93, 5.60, -5.42], [1.35, 5.39, -3.58], [0.08, 3.75, -2.62], [-1.10, 2.90, -3.77], [-2.96, 4.53, -2.98], [-1.85, 5.28, -1.68], [-3.37, 3.58, -0.63], [-3.00, 2.37, -1.93], [-0.52, 3.41, -0.11], [-0.78, 1.83, -1.06], [-2.91, 1.86, 0.89], [0.55, 0.97, 0.50], [0.15, -1.92, 3.42], [0.96, -2.96, 1.18], [-0.69, -3.49, 1.68], [-0.59, -0.77, -2.98], [0.75, -1.81, -2.11], [0.80, 0.00, -2.00], [-2.39, 0.37, -1.41], [-2.80, -0.98, -0.23], [-2.45, -1.36, -2.02], [-2.34, -1.43, 1.90], [-1.76, -1.42, 5.04], [-3.45, -1.58, 4.19], [-2.45, -3.60, 2.92], [-1.05, -3.64, 4.20], [-2.98, -3.62, 5.84], [-4.04, -3.67, 4.53], [-2.77, 1.02, 6.42], [-1.09, 0.52, 5.91], [-1.54, 2.33, 6.13], [-3.27, 3.60, 2.71], [-1.42, 3.52, 3.18], [-2.64, 3.89, 4.48], [-4.95, 2.00, 4.51], [-4.90, 0.96, 2.99], [-4.75, 0.19, 4.73], [-0.96, -6.34, -0.59], [-1.08, -6.93, 0.77], [-1.14, -6.16, 1.72], [-1.10, -8.14, 0.84], [-0.95, -5.25, -0.49], [-0.02, -6.69, -1.02], [-1.82, -6.67, -1.17], [-3.10, -3.95, -4.50], [-3.90, -2.71, -4.35], [-4.73, -2.46, -5.20], [-3.67, -2.02, -3.36], [-3.41, -4.45, -5.42], [-2.05, -3.65, -4.56], [-3.29, -4.57, -3.63], [6.62, -2.07, -0.31], [6.95, -2.56, -1.67], [7.97, -2.14, -2.18], [6.18, -3.36, -2.17], [7.39, -1.37, 0.01], [5.65, -1.58, -0.37], [6.58, -2.93, 0.36], [-7.48, -4.60, -6.41], [-7.33, -5.56, -5.28], [-6.25, -5.59, -4.71], [-8.29, -6.26, -5.02], [-6.55, -4.05, -6.53], [-7.71, -5.18, -7.30], [-8.30, -3.93, -6.15], [10.82, -3.45, -3.05], [11.63, -4.46, -3.77], [12.46, -4.06, -4.57], [11.41, -5.63, -3.51], [11.12, -2.46, -3.38], [9.78, -3.63, -3.29], [11.01, -3.58, -1.98], [7.66, 2.19, -0.35], [7.98, 3.38, -1.19], [7.41, 3.47, -2.26], [8.78, 4.17, -0.73], [6.93, 1.58, -0.88], [8.59, 1.64, -0.20], [7.26, 2.55, 0.59], [-1.90, 7.90, 3.05], [-2.49, 6.57, 2.73], [-3.35, 6.15, 3.48], [-2.06, 6.00, 1.74], [-2.37, 8.29, 3.95], [-0.83, 7.76, 3.20], [-2.09, 8.56, 2.20], [1.14, 5.31, 6.45], [-0.10, 4.53, 6.69], [-1.10, 4.88, 6.08], [-0.04, 3.61, 7.48], [0.94, 6.09, 5.73], [1.45, 5.73, 7.41], [1.89, 4.61, 6.06], [-5.71, -0.42, -8.03], [-6.29, -1.75, -8.37], [-7.15, -2.19, -7.62], [-5.86, -2.29, -9.37], [-6.18, -0.05, -7.12], [-4.64, -0.55, -7.89], [-5.92, 0.25, -8.87]],
  "lowdin_charge": [-0.111, -0.217, -0.247, -0.161, -0.174, -0.139, 0.116, -0.262, 0.069, -0.685, 0.895, 0.815, -0.296, -0.299, -0.324, 0.047, 0.060, -0.223, 0.104, 0.080, -0.367, 0.094, 0.111, 0.110, -0.229, -0.035, -0.332, 0.044, -0.174, -0.076, -0.081, -0.245, -0.128, -0.254, -0.015, -0.077, 0.488, -0.195, -0.197, -0.188, 0.096, 0.103, 0.104, 0.110, 0.141, 0.132, 0.127, 0.125, 0.114, 0.145, 0.116, 0.171, 0.119, 0.127, 0.139, 0.116, 0.101, 0.111, 0.084, 0.065, 0.104, 0.063, 0.148, 0.118, 0.111, 0.119, 0.127, 0.075, 0.075, 0.067, -0.005, 0.021, 0.041, 0.053, 0.037, 0.058, 0.039, 0.031, 0.043, -0.440, 0.040, 0.082, 0.049, 0.106, 0.104, 0.056, -0.413, 0.075, 0.026, 0.099, 0.101, 0.105, 0.031, -0.436, 0.057, 0.079, 0.089, 0.086, 0.110, 0.026, -0.440, 0.038, 0.073, 0.060, 0.111, 0.103, 0.027, -0.451, 0.066, 0.060, 0.096, 0.084, 0.100, 0.033, -0.447, 0.066, 0.072, 0.088, 0.107, 0.079, 0.051, -0.432, 0.063, 0.028, 0.100, 0.099, 0.105, 0.054, -0.433, 0.047, 0.069, 0.091, 0.108, 0.099, 0.042, -0.425, 0.032, 0.079, 0.096, 0.099, 0.103],
  "charge": 1,
  "fmax_ev_per_a": 8.11,
  "gap_ev": 8.227,
  "lumo_energy_ev": -3.66
}

---

2.
{
  "formula": "C8H15F6N3O12S2V",
  "method": "ωB97M-V with the def2-TZVPD basis set",
  "elements": ["V", "N", "O", "O", "O", "N", "O", "O", "O", "C", "F", "F", "F", "S", "O", "O", "O", "C", "F", "F", "F", "S", "O", "O", "O", "C", "C", "N", "C", "C", "C", "C", "H", "H", "H", "H", "H", "H", "H", "H", "H", "H", "H", "H", "H", "H", "H"],
  "xyz": [[-14.63, -26.07, -25.43], [-16.74, -24.78, -27.74], [-16.89, -25.02, -28.95], [-17.57, -24.16, -27.08], [-15.67, -25.20, -27.15], [-14.36, -28.69, -24.75], [-14.01, -27.75, -23.96], [-14.26, -29.86, -24.47], [-14.73, -28.20, -25.85], [-18.46, -27.40, -23.16], [-17.86, -27.95, -22.10], [-18.51, -28.26, -24.18], [-19.70, -27.11, -22.79], [-17.50, -25.82, -23.68], [-18.53, -24.98, -24.27], [-16.91, -25.27, -22.48], [-16.45, -26.37, -24.58], [-14.36, -22.33, -22.96], [-15.27, -22.63, -22.06], [-14.11, -21.02, -22.88], [-13.24, -23.00, -22.79], [-15.14, -22.68, -24.66], [-16.55, -22.44, -24.58], [-14.41, -21.87, -25.63], [-14.77, -24.14, -24.83], [-10.84, -23.99, -26.75], [-12.23, -24.42, -26.31], [-12.51, -25.85, -26.01], [-12.18, -26.69, -27.16], [-13.22, -26.74, -28.25], [-11.68, -26.31, -24.85], [-11.81, -25.41, -23.62], [-10.76, -22.92, -26.53], [-10.58, -24.23, -27.78], [-10.03, -24.34, -26.09], [-12.54, -23.76, -25.50], [-12.89, -24.20, -27.15], [-11.16, -26.54, -27.52], [-12.18, -27.75, -26.85], [-13.32, -25.76, -28.71], [-12.91, -27.38, -29.08], [-14.23, -27.09, -28.01], [-10.65, -26.29, -25.23], [-11.81, -27.36, -24.61], [-12.87, -25.22, -23.44], [-11.29, -24.49, -23.87], [-11.41, -25.79, -22.68]],
  "lowdin_spin": [1.931, 0.001, -0.001, 0.006, 0.009, 0.004, -0.007, 0.011, -0.008, -0.001, 0.000, 0.000, 0.000, 0.003, 0.002, 0.000, 0.008, 0.000, 0.000, 0.000, 0.000, 0.004, 0.001, 0.002, 0.029, 0.001, 0.003, -0.005, -0.001, 0.000, 0.003, 0.004, 0.000, 0.000, 0.000, 0.000, 0.000, -0.001, 0.000, 0.000, 0.000, 0.000, 0.000, 0.000, 0.002, 0.000, 0.000],
  "charge": -1,
  "fmax_ev_per_a": 3.04,
  "e_above_lowest_kcal_mol": 0.0,
  "gap_ev": [7.003, 8.073],
  "lumo_energy_ev": [0.47, 1.52],
  "multiplicity": 3
}

---

3.
{
  "formula": "C6H12NO2",
  "method": "ωB97M-V with the def2-TZVPD basis set",
  "elements": ["C", "C", "C", "C", "C", "C", "N", "O", "O", "H", "H", "H", "H", "H", "H", "H", "H", "H", "H", "H", "H"],
  "xyz": [[2.00, -0.22, 0.23], [0.34, 0.71, -0.24], [3.04, 0.77, 0.26], [-0.82, -1.44, -1.04], [-1.05, -0.46, 1.31], [-0.88, -0.18, -0.16], [-2.08, 0.73, -0.58], [1.90, -1.39, 0.35], [0.36, 1.90, -0.46], [3.00, 1.71, -0.41], [4.10, 0.52, 0.07], [3.08, 1.20, 1.30], [-1.52, -2.20, -0.61], [0.24, -1.83, -0.94], [-1.20, -1.06, -1.91], [-2.03, -0.97, 1.35], [-0.27, -1.07, 1.83], [-1.14, 0.46, 1.84], [-2.11, 1.80, -0.41], [-2.89, 0.27, -0.16], [-2.06, 0.75, -1.63]],
  "nbo_charge": [0.619, 0.471, -0.807, -0.617, -0.633, 0.018, -0.723, -0.492, -0.539, 0.291, 0.282, 0.289, 0.237, 0.296, 0.202, 0.218, 0.285, 0.229, 0.481, 0.445, 0.448],
  "charge": 1,
  "fmax_ev_per_a": 4.19,
  "e_above_lowest_kcal_mol": 33.8,
  "gap_ev": 9.159,
  "lumo_energy_ev": -3.51
}

---

4.
{
  "formula": "C16H33Br6N3",
  "method": "ωB97M-V with the def2-TZVPD basis set",
  "elements": ["C", "C", "N", "C", "C", "C", "C", "H", "H", "H", "H", "H", "H", "H", "H", "H", "H", "H", "H", "H", "H", "H", "Br", "C", "C", "Br", "H", "H", "H", "H", "Br", "C", "C", "Br", "H", "H", "H", "H", "Br", "C", "C", "Br", "H", "H", "H", "H", "C", "C", "N", "H", "H", "H", "C", "C", "N", "H", "H", "H"],
  "xyz": [[-1.93, -4.34, -2.33], [-0.59, -4.93, -2.76], [0.53, -4.60, -1.84], [0.84, -3.20, -1.75], [1.33, -2.52, -2.99], [1.68, -5.39, -2.14], [1.62, -6.82, -1.65], [-2.03, -3.29, -2.37], [-2.11, -4.65, -1.31], [-2.72, -4.68, -3.01], [-0.62, -6.01, -2.75], [-0.29, -4.68, -3.81], [0.01, -2.67, -1.34], [1.61, -3.20, -0.93], [2.33, -2.89, -3.29], [0.60, -2.60, -3.81], [1.56, -1.44, -2.85], [2.60, -4.85, -1.81], [1.80, -5.31, -3.23], [0.71, -7.33, -1.94], [1.57, -6.78, -0.55], [2.52, -7.37, -1.93], [-3.25, 4.09, 4.60], [-3.99, 2.48, 3.84], [-3.65, 2.38, 2.37], [-4.30, 3.90, 1.39], [-5.07, 2.54, 3.92], [-3.60, 1.64, 4.40], [-4.14, 1.52, 1.93], [-2.58, 2.34, 2.20], [4.07, 2.02, 3.24], [3.49, 3.35, 1.89], [3.47, 4.64, 2.64], [2.92, 6.20, 1.55], [2.52, 2.99, 1.49], [4.28, 3.28, 1.10], [4.47, 4.87, 2.95], [2.72, 4.60, 3.41], [3.25, 0.46, -0.32], [1.73, -0.25, 0.88], [0.36, 0.13, 0.32], [-1.02, -0.12, 1.68], [1.97, 0.29, 1.86], [1.83, -1.35, 0.85], [0.14, -0.59, -0.44], [0.25, 1.19, 0.07], [-0.85, 5.71, 2.38], [-0.56, 4.57, 1.56], [-0.36, 3.56, 1.01], [-0.07, 6.44, 2.12], [-0.74, 5.42, 3.41], [-1.87, 6.07, 2.21], [-2.14, 2.96, -1.45], [-2.01, 1.67, -2.04], [-1.90, 0.64, -2.54], [-1.13, 3.34, -1.52], [-2.56, 2.97, -0.46], [-2.70, 3.61, -2.11]],
  "nbo_charge": [-0.625, -0.215, -0.450, -0.217, -0.652, -0.217, -0.614, 0.213, 0.214, 0.212, 0.193, 0.162, 0.192, 0.183, 0.205, 0.213, 0.225, 0.195, 0.158, 0.205, 0.209, 0.212, -0.014, -0.447, -0.461, -0.013, 0.226, 0.237, 0.236, 0.244, -0.030, -0.429, -0.429, -0.047, 0.241, 0.239, 0.232, 0.227, -0.077, -0.395, -0.448, -0.036, 0.243, 0.233, 0.232, 0.251, -0.743, 0.345, -0.409, 0.266, 0.264, 0.270, -0.733, 0.302, -0.358, 0.265, 0.265, 0.251],
  "smiles": "CCN(CC)CC.BrCCBr.BrCCBr.BrCCBr.CC#N.CC#N",
  "fmax_ev_per_a": 2.81,
  "e_above_lowest_kcal_mol": 0.0,
  "gap_ev": 8.333,
  "lumo_energy_ev": 0.21
}

---

5.
{
  "formula": "C3H5NOS",
  "method": "ωB97M-V with the def2-TZVPD basis set",
  "elements": ["C", "N", "C", "S", "C", "O", "H", "H", "H", "H", "H"],
  "xyz": [[1.07, -0.80, 0.15], [-0.36, -0.80, -0.26], [-1.19, 0.33, -0.15], [-2.73, 0.17, 0.13], [-0.35, 1.59, -0.19], [0.94, 1.43, 0.14], [1.76, -0.23, -0.64], [1.16, -0.31, 1.19], [1.34, -1.86, 0.27], [-0.70, -1.91, -0.42], [-0.93, 2.38, -0.23]],
  "nbo_charge": [-0.398, -0.583, -0.085, -0.004, 0.372, -0.509, 0.225, 0.214, 0.183, 0.429, 0.157],
  "smiles": "CNC(=S)C=O",
  "fmax_ev_per_a": 10.91,
  "e_above_lowest_kcal_mol": 90.7,
  "gap_ev": 7.708,
  "lumo_energy_ev": -1.20
}